Entry from the Open Molecules 2025 dataset: a structure of composition C12H8N2O5RuS (ωB97M-V/def2-TZVPD).

Summary:
Highest occupied orbital energy (spin up / spin down) = -0.4501 / -0.4618 hartree
Spin multiplicity = 6
DFT total energy = -1440.43742 Ha
Total charge = +1
⟨S²⟩ = 8.764
Orbital gap (spin up / spin down) = 8.219 / 6.325 eV

XYZ file:
```
29
Properties=species:S:1:pos:R:3:mulliken_spin:R:1
Ru -0.35 0.47 -0.66 4.05
O 0.45 1.32 -2.36 0.18
N -0.25 1.16 -3.50 0.01
C 0.39 1.51 -4.63 0.01
C -0.24 1.40 -5.84 0.02
C -1.55 0.93 -5.87 0.00
C -2.18 0.57 -4.69 0.02
C -1.52 0.69 -3.48 0.00
S -2.30 0.28 -1.97 0.35
H 1.40 1.87 -4.49 0.00
H 0.28 1.69 -6.74 0.00
H -2.08 0.83 -6.81 0.00
H -3.19 0.20 -4.68 0.00
O 0.47 -1.44 -0.09 0.11
C 0.76 -1.80 1.07 0.01
C 0.64 -1.04 2.27 -0.01
C 0.99 -1.70 3.47 0.01
C 0.89 -1.03 4.65 0.01
C 0.46 0.29 4.71 0.00
C 0.13 0.96 3.56 0.03
C 0.21 0.32 2.32 0.03
O -0.11 1.00 1.23 0.19
N 1.25 -1.73 5.90 0.00
O 1.62 -2.88 5.80 0.00
O 1.15 -1.11 6.93 0.00
H 1.15 -2.81 1.18 0.01
H 1.33 -2.72 3.45 0.00
H 0.40 0.78 5.68 0.00
H -0.20 1.99 3.58 0.00
```